One molecule with the formula C19H32N2O3. Source: the Open Molecules 2025 dataset; level of theory: ωB97M-V with the def2-TZVPD basis set.

The geometry in XYZ format:
```
56
Properties=species:S:1:pos:R:3:forces:R:3:nbo_charge:R:1
C -5.208071 -0.937004 1.813703 0.24 -0.11 -0.08 -0.61
C -4.141239 -1.232932 0.765629 -0.23 0.03 -0.14 -0.40
C -4.436315 -0.593647 -0.592204 0.17 0.15 0.19 -0.41
C -4.432198 0.939700 -0.574410 -0.03 -0.27 -0.29 -0.22
N -3.179857 1.487189 -0.104200 -0.08 0.04 0.40 -0.63
C -2.109953 1.605417 -0.923035 0.03 0.14 0.33 0.89
O -2.134596 1.488951 -2.122373 0.03 -0.10 -0.40 -0.65
O -1.005968 1.908149 -0.198365 -0.07 0.05 0.19 -0.54
C 0.214091 2.032617 -0.940149 0.46 0.20 -0.66 0.10
C 1.234800 2.754920 -0.073732 -0.42 -0.32 0.06 -0.42
C 1.790451 1.915483 1.085850 0.12 0.06 0.08 -0.21
C 3.182080 2.434498 1.452221 -0.12 -0.16 -0.06 -0.41
C 4.052639 1.792309 0.377393 0.42 0.25 -0.03 -0.21
N 3.398526 0.519506 0.096333 -0.10 0.42 0.01 -0.46
C 4.168462 -0.482761 -0.378837 0.01 -0.43 -0.05 0.69
O 5.296333 -0.256472 -0.784097 0.27 -0.03 -0.12 -0.63
C 3.614605 -1.891223 -0.349011 0.10 -0.04 -0.19 -0.50
C 2.293884 -2.104450 -1.084404 -0.06 0.06 0.26 -0.40
C 1.027160 -1.701619 -0.319464 -0.17 -0.06 -0.02 -0.02
C 0.927487 -2.444218 1.021085 0.14 0.18 -0.19 -0.62
C -0.183134 -2.160665 -1.150899 0.26 0.09 0.07 -0.60
C 0.945080 -0.177147 -0.079961 0.22 -0.06 -0.13 -0.22
C 0.743354 0.656657 -1.345554 -0.41 0.06 0.28 -0.45
C 2.091932 0.443313 0.731923 -0.55 -0.31 0.44 -0.03
H -4.996276 -1.481236 2.731286 -0.05 0.01 0.12 0.21
H -6.187559 -1.243208 1.453459 -0.15 0.00 0.01 0.20
H -5.246390 0.123068 2.052115 -0.08 0.13 0.08 0.19
H -3.167791 -0.892280 1.127215 0.08 -0.08 -0.01 0.19
H -4.074020 -2.314294 0.626278 0.11 0.01 0.03 0.21
H -3.684724 -0.923858 -1.312183 -0.04 0.00 -0.10 0.21
H -5.411748 -0.929421 -0.947957 -0.05 -0.06 -0.08 0.20
H -5.233976 1.325886 0.056760 0.02 0.04 -0.07 0.20
H -4.575922 1.304823 -1.593783 -0.11 0.03 0.15 0.23
H -3.003407 1.508730 0.886973 0.08 0.04 -0.09 0.40
H -0.003007 2.623233 -1.839800 0.05 -0.10 0.20 0.21
H 2.048710 3.052958 -0.733439 0.04 0.06 -0.07 0.21
H 0.783812 3.660835 0.335047 0.07 0.07 -0.04 0.22
H 1.092080 1.957260 1.924039 0.03 -0.07 -0.01 0.22
H 3.242706 3.520545 1.442623 0.03 0.07 0.03 0.22
H 3.474975 2.075936 2.439828 0.03 0.01 0.03 0.21
H 5.079363 1.604055 0.700702 -0.11 0.10 -0.08 0.23
H 4.104096 2.400389 -0.531429 0.08 0.01 0.07 0.19
H 3.527065 -2.197636 0.694932 0.01 -0.06 0.06 0.22
H 4.381794 -2.516129 -0.810755 -0.01 0.13 0.12 0.24
H 2.325662 -1.565502 -2.033121 -0.03 -0.04 -0.12 0.21
H 2.211181 -3.168611 -1.320353 -0.02 0.00 -0.06 0.21
H 1.672118 -2.121050 1.741851 0.07 -0.01 0.12 0.20
H 1.055366 -3.512952 0.863871 0.01 -0.15 0.01 0.21
H -0.054310 -2.280917 1.461355 -0.12 0.02 0.07 0.21
H -0.077058 -1.896242 -2.199097 -0.05 0.04 -0.13 0.21
H -0.278690 -3.242856 -1.093437 -0.02 -0.13 0.00 0.21
H -1.102944 -1.719479 -0.772671 -0.18 0.07 0.04 0.20
H 0.053005 -0.024836 0.542042 0.06 -0.08 0.00 0.22
H 0.019196 0.199984 -2.015538 0.06 0.01 -0.05 0.24
H 1.684699 0.784127 -1.879992 0.04 0.02 -0.10 0.22
H 2.192437 -0.107890 1.679752 -0.07 0.11 -0.05 0.19
```
Forces are in eV/Å.

- LUMO level: 0.554 eV
- Frontier orbital gap: 0.3533 Eh
- 2S+1: 1
- Net charge: 0
- HOMO level: -9.061 eV

---

An isolated ion of composition C7H13N2O2 and charge +1 at a distorted geometry. Source: the Open Molecules 2025 dataset; level of theory: ωB97M-V with the def2-TZVPD basis set.

The geometry in XYZ format:
```
24
Properties=species:S:1:pos:R:3:forces:R:3:nbo_charge:R:1
C -1.708059 1.786792 -1.417192 0.98 0.24 0.84 -0.63
C -0.499639 0.979881 -1.072569 -0.19 -1.36 -1.99 -0.16
C -0.127563 -0.209848 -1.937756 -1.34 1.36 1.26 -0.17
C -0.256331 -1.363437 -1.319370 0.04 0.08 0.11 -0.23
C -0.661677 -1.258361 0.075882 -0.20 -0.69 1.59 -0.33
C 0.292231 -1.417065 0.986701 0.17 1.43 2.26 0.37
N 1.540207 -1.941721 0.859855 0.22 -1.85 -2.66 -0.84
N 0.196261 -0.762849 2.454949 1.19 -1.01 -1.30 -0.75
C 0.323700 1.210353 -0.093549 2.45 1.45 1.89 0.56
O 1.613911 0.680051 0.072357 -0.94 0.48 -0.20 -0.73
O 0.098010 2.005781 1.037307 -1.77 -3.14 -0.77 -0.73
H -2.668130 1.324668 -1.628362 0.15 -0.30 0.35 0.24
H -1.368237 2.294380 -2.276944 -0.13 0.73 -1.49 0.23
H -1.706017 2.557440 -0.667113 -0.93 0.36 0.40 0.23
H -0.069934 -0.114267 -2.976419 0.56 0.14 -1.51 0.23
H -0.090047 -2.296279 -1.761610 0.07 -1.31 -0.86 0.23
H -1.701404 -0.944683 0.228792 0.59 -0.09 0.52 0.26
H 1.547998 -2.340973 -0.160822 0.95 0.84 2.77 0.42
H 2.364666 -1.411862 1.173311 -0.73 -0.24 -0.62 0.41
H 0.559916 -1.435715 3.203927 -0.30 1.43 -1.24 0.46
H -0.771152 -0.647789 2.577539 -1.87 0.23 0.65 0.43
H 0.584163 0.234583 2.441961 -0.07 -1.61 0.02 0.48
H 1.959967 0.272386 -0.740372 -0.46 0.26 0.14 0.50
H 0.547160 2.798534 0.939498 1.55 2.56 -0.14 0.50
```
Forces are in eV/Å.

- LUMO level: -3.156 eV
- Frontier orbital gap: 0.3199 Eh
- 2S+1: 1
- Net charge: +1
- HOMO level: -11.860 eV

---

Question: The highest LUMO level belongs to which entry?
Answer: C19H32N2O3